Entry from the Open Molecules 2025 dataset: a 2-piece molecular cluster, C3H6INO overall in a non-equilibrium geometry (wB97M-V/def2-TZVPD).

Last columns: bonded neighbours and bond lengths (Å).
Cartesian coordinates (Å):
1 C 0.25 -0.63 -0.31  N4 1.230, O5 1.252
2 C -2.06 -0.62 -0.01  O5 1.423, H7 1.073, H8 1.131, H9 1.028
3 C 2.53 1.57 0.00  I6 2.127, H10 0.983, H11 1.016
4 N 0.72 -1.52 0.40  C1 1.230, H12 1.100
5 O -0.86 -0.10 -0.57  C1 1.252, C2 1.423
6 I 3.81 -0.13 -0.03  C3 2.127
7 H -2.48 0.17 0.59  C2 1.073
8 H -1.62 -1.49 0.57  C2 1.131
9 H -2.70 -0.92 -0.75  C2 1.028
10 H 2.18 1.86 0.87  C3 0.983
11 H 2.02 1.69 -0.87  C3 1.016
12 H 1.76 -1.86 0.36  N4 1.100

Results
F_max, eV Å⁻¹: 4.838
Relative energy (zero: lowest compared OMol25 entry of this formula, charge and spin), eV: 5.0496
Total energy, eV: -14840.9864

Entry from the Open Molecules 2025 dataset: a 4-piece molecular cluster, C24H60N4O8 overall in a non-equilibrium geometry (wB97M-V/def2-TZVPD).

Last columns: bonded neighbours and bond lengths (Å).
Cartesian coordinates (Å):
1 C 2.88 1.87 1.38  O2 1.365, H10 1.090, H11 1.090, H12 1.090
2 O 2.49 0.69 0.83  C1 1.365, C3 1.425
3 C 1.29 0.34 1.51  O2 1.425, C4 1.557, H13 1.090, H14 1.090
4 C 0.73 -1.02 1.02  C3 1.557, N5 1.441, H15 1.090, H16 1.090
5 N -0.71 -1.05 0.96  C4 1.441, C6 1.467, H17 1.010
6 C -1.18 -2.38 0.56  N5 1.467, C7 1.546, H18 1.090, H19 1.090
7 C -2.72 -2.40 0.40  C6 1.546, O8 1.387, H20 1.090, H21 1.090
8 O -3.28 -2.64 1.65  C7 1.387, C9 1.380
9 C -3.91 -1.60 2.30  O8 1.380, H22 1.090, H23 1.090, H24 1.090
10 H 2.07 2.60 1.34  C1 1.090
11 H 3.68 2.33 0.80  C1 1.090
12 H 3.34 1.77 2.37  C1 1.090
13 H 0.49 1.01 1.19  C3 1.090
14 H 1.22 0.35 2.60  C3 1.090
15 H 0.99 -1.69 1.84  C4 1.090
16 H 1.07 -1.46 0.08  C4 1.090
17 H -1.27 -0.86 1.78  N5 1.010
18 H -0.84 -3.15 1.25  C6 1.090
19 H -0.76 -2.84 -0.34  C6 1.090
20 H -2.97 -3.19 -0.32  C7 1.090
21 H -3.17 -1.58 -0.15  C7 1.090
22 H -4.81 -1.33 1.75  C9 1.090
23 H -3.16 -0.83 2.49  C9 1.090
24 H -4.19 -2.02 3.26  C9 1.090
25 C -6.93 3.84 0.09  O26 1.412, H34 1.090, H35 1.090, H36 1.090
26 O -6.25 2.68 -0.32  C25 1.412, C27 1.433
27 C -7.08 1.53 -0.47  O26 1.433, C28 1.563, H37 1.090, H38 1.090
28 C -6.43 0.16 -0.85  C27 1.563, N29 1.449, H39 1.090, H40 1.090
29 N -5.60 0.16 -2.04  C28 1.449, C30 1.525, H41 1.010
30 C -4.86 -1.17 -1.99  N29 1.525, C31 1.521, H42 1.090, H43 1.090
31 C -3.46 -0.98 -2.56  C30 1.521, O32 1.450, H44 1.090, H45 1.090
32 O -2.74 -0.13 -1.63  C31 1.450, C33 1.410
33 C -1.40 -0.03 -2.08  O32 1.410, H46 1.090, H47 1.090, H48 1.090
34 H -7.27 3.69 1.12  C25 1.090
35 H -7.81 4.12 -0.50  C25 1.090
36 H -6.15 4.60 0.16  C25 1.090
37 H -7.89 1.84 -1.13  C27 1.090
38 H -7.38 1.32 0.56  C27 1.090
39 H -7.28 -0.51 -0.81  C28 1.090
40 H -5.87 -0.03 0.06  C28 1.090
41 H -5.10 1.04 -1.95  N29 1.010
42 H -5.49 -1.94 -2.45  C30 1.090
43 H -4.65 -1.56 -1.00  C30 1.090
44 H -3.51 -0.52 -3.55  C31 1.090
45 H -2.97 -1.95 -2.60  C31 1.090
46 H -0.90 -0.99 -2.12  C33 1.090
47 H -0.65 0.51 -1.51  C33 1.090
48 H -1.26 0.55 -2.99  C33 1.090
49 C 0.10 3.03 -0.79  O50 1.441, H58 1.090, H59 1.090, H60 1.090
50 O 0.83 2.51 -1.93  C49 1.441, C51 1.490
51 C 2.15 3.16 -2.15  O50 1.490, C52 1.551, H61 1.090, H62 1.090
52 C 3.16 2.28 -1.36  C51 1.551, N53 1.468, H63 1.090, H64 1.090
53 N 4.59 2.46 -1.60  C52 1.468, C54 1.444, H65 1.010
54 C 5.20 3.77 -1.56  N53 1.444, C55 1.597, H66 1.090, H67 1.090
55 C 6.28 4.04 -2.70  C54 1.597, O56 1.447, H68 1.090, H69 1.090
56 O 6.80 5.38 -2.52  C55 1.447, C57 1.463
57 C 7.69 5.64 -3.65  O56 1.463, H70 1.090, H71 1.090, H72 1.090
58 H -0.70 2.41 -0.39  C49 1.090
59 H -0.33 3.99 -1.08  C49 1.090
60 H 0.74 3.21 0.08  C49 1.090
61 H 2.20 4.24 -2.09  C51 1.090
62 H 2.40 2.87 -3.17  C51 1.090
63 H 3.04 1.24 -1.65  C52 1.090
64 H 2.99 2.36 -0.28  C52 1.090
65 H 4.91 1.82 -2.32  N53 1.010
66 H 5.58 4.15 -0.61  C54 1.090
67 H 4.42 4.50 -1.80  C54 1.090
68 H 5.75 4.16 -3.64  C55 1.090
69 H 7.09 3.31 -2.69  C55 1.090
70 H 7.15 5.87 -4.56  C57 1.090
71 H 8.32 4.77 -3.82  C57 1.090
72 H 8.43 6.43 -3.49  C57 1.090
73 C 3.74 -1.89 -0.57  O74 1.435, H82 1.090, H83 1.090, H84 1.090
74 O 2.97 -2.49 0.48  C73 1.435, C75 1.402
75 C 2.51 -3.75 0.06  O74 1.402, C76 1.552, H85 1.090, H86 1.090
76 C 2.72 -4.75 1.22  C75 1.552, N77 1.467, H87 1.090, H88 1.090
77 N 1.50 -4.98 2.00  C76 1.467, C78 1.487, H89 1.010
78 C 1.15 -3.79 2.83  N77 1.487, C79 1.479, H90 1.090, H91 1.090
79 C 0.00 -4.02 3.73  C78 1.479, O80 1.413, H92 1.090, H93 1.090
80 O -0.33 -2.98 4.63  C79 1.413, C81 1.399
81 C -1.59 -3.07 5.23  O80 1.399, H94 1.090, H95 1.090, H96 1.090
82 H 3.39 -1.79 -1.60  C73 1.090
83 H 4.79 -2.20 -0.56  C73 1.090
84 H 3.60 -0.86 -0.23  C73 1.090
85 H 3.10 -4.13 -0.77  C75 1.090
86 H 1.43 -3.68 -0.09  C75 1.090
87 H 3.58 -4.53 1.86  C76 1.090
88 H 3.00 -5.75 0.89  C76 1.090
89 H 0.73 -5.15 1.37  N77 1.010
90 H 0.96 -2.92 2.20  C78 1.090
91 H 2.05 -3.58 3.40  C78 1.090
92 H 0.26 -4.82 4.43  C79 1.090
93 H -0.86 -4.45 3.22  C79 1.090
94 H -1.92 -4.11 5.22  C81 1.090
95 H -2.34 -2.52 4.67  C81 1.090
96 H -1.57 -2.53 6.17  C81 1.090

Results
F_max, eV Å⁻¹: 3.474
SMILES: COCCNCCOC.COCCNCCOC.COCCNCCOC.COCCNCCOC
Relative energy (zero: lowest compared OMol25 entry of this formula, charge and spin), eV: 10.3970
Total energy, eV: -48189.6978

> Which of these has the lowest relative energy (zero: lowest compared OMol25 entry of this formula, charge and spin)?

C3H6INO

> relative energy (zero: lowest compared OMol25 entry of this formula, charge and spin) of number 1 (C3H6INO)?

5.0496 eV